{
  "formula": "C12H10F13N2O10S4V",
  "method": "ωB97M-V/def2-TZVPD",
  "species": ["O", "V", "C", "F", "F", "F", "S", "O", "O", "N", "S", "O", "O", "C", "F", "F", "F", "C", "F", "F", "F", "S", "O", "O", "N", "S", "O", "O", "C", "F", "F", "F", "C", "C", "O", "H", "H", "H", "H", "H", "F", "C", "C", "C", "C", "C", "C", "H", "H", "H", "H", "H"],
  "coordinates": [[-0.213065, 0.486003, -0.475276], [-0.732787, -0.183842, 0.809708], [-4.247888, -1.711745, -0.933670], [-3.416197, -2.353509, -0.059280], [-4.254259, -2.220210, -2.124190], [-5.488512, -1.780974, -0.440666], [-3.770885, 0.073416, -0.976663], [-2.895233, 0.148763, -2.090877], [-5.026339, 0.774955, -0.966198], [-2.920835, 0.380324, 0.404967], [-3.659326, 1.067586, 1.706244], [-4.989449, 0.606388, 1.920308], [-2.652062, 1.005802, 2.708752], [-3.659968, 2.834740, 1.270885], [-3.979139, 3.564846, 2.306581], [-2.481141, 3.295333, 0.858918], [-4.482838, 3.169835, 0.279828], [-1.365778, -4.400945, 1.675307], [-2.111641, -4.753712, 2.770631], [-0.433736, -5.289986, 1.573142], [-2.234774, -4.376819, 0.683893], [-0.536804, -2.839766, 2.095781], [-1.598300, -1.956223, 2.391562], [0.509959, -3.208752, 2.994040], [0.004471, -2.176410, 0.724321], [1.340013, -2.607908, -0.141690], [2.210155, -1.562635, -0.526618], [1.909367, -3.852157, 0.489016], [0.547733, -3.213599, -1.694367], [-0.304721, -4.161973, -1.289327], [-0.159334, -2.309012, -2.311549], [1.495747, -3.558393, -2.601176], [2.312449, 1.446910, 3.131562], [1.465901, 1.501731, 1.876278], [0.283663, 0.665319, 2.107695], [2.454652, 0.338210, 3.319973], [1.792576, 1.845458, 3.963708], [3.379274, 1.721999, 3.035525], [2.127125, 1.237883, 1.039254], [1.176202, 2.498783, 1.691425], [5.733992, 3.201028, -4.097863], [4.765412, 2.903727, -3.290345], [3.736260, 3.799457, -3.115104], [2.624851, 3.330608, -2.426895], [2.598255, 2.044480, -1.864895], [3.721597, 1.237768, -2.020475], [4.850058, 1.673855, -2.637468], [3.874323, 4.763481, -3.637922], [1.733764, 3.966970, -2.234279], [1.673979, 1.722477, -1.372489], [3.627238, 0.181629, -1.638874], [5.665973, 1.028793, -2.861146]],
  "atomic_forces_ev_per_a": [[0.1, -0.3, -1.1], [0.2, 1.9, 1.5], [-0.2, 0.9, 2.5], [-0.7, 0.1, -1.3], [0.5, -0.8, -0.8], [0.1, -0.4, 0.1], [-0.5, 1.1, 0.8], [0.5, 0.0, -0.3], [0.6, -0.3, -0.2], [-0.6, -0.4, -0.3], [0.7, -1.6, -1.4], [0.0, 0.5, 0.1], [0.2, 0.1, 0.8], [0.0, 1.6, -1.5], [-0.7, 0.2, 1.6], [1.1, -0.8, 0.1], [-0.8, -0.6, -0.1], [-1.5, -0.3, 1.9], [0.4, 0.4, -0.2], [0.7, -1.3, -1.1], [0.8, -0.1, -0.5], [2.2, -0.6, -0.7], [-1.4, 1.5, 1.0], [-0.9, 0.2, -0.1], [0.7, 0.6, -1.3], [1.0, -4.7, 2.7], [0.0, 1.0, 0.0], [-1.4, 3.2, -1.8], [0.2, 0.4, -0.1], [0.7, -0.7, -0.8], [-0.8, 1.2, -0.1], [-0.6, -0.9, 1.2], [1.1, -2.8, -0.5], [0.2, -1.1, 0.7], [0.8, -0.1, -1.0], [-0.4, 1.0, 0.1], [-0.2, 0.6, 0.9], [-0.7, 0.8, -0.1], [-0.7, -0.6, -0.1], [-0.8, 1.2, -0.3], [2.1, 1.0, -1.6], [-1.0, -1.0, 1.9], [0.2, 0.1, -0.7], [-1.0, 0.3, 1.1], [-0.2, 1.0, -0.6], [-1.5, -2.1, 1.7], [-0.4, 0.8, -1.4], [-0.6, -0.5, 0.5], [0.8, -0.3, -0.4], [0.6, -0.1, -0.2], [0.4, 1.2, -0.3], [0.6, -0.3, 0.0]],
  "nbo_charge": [-0.54, 1.54, 0.73, -0.33, -0.29, -0.31, 2.23, -0.91, -0.92, -1.27, 2.26, -0.88, -0.91, 0.71, -0.31, -0.31, -0.31, 0.72, -0.33, -0.28, -0.29, 2.28, -0.92, -0.86, -1.27, 2.21, -0.89, -0.91, 0.74, -0.31, -0.29, -0.31, -0.63, -0.07, -0.75, 0.21, 0.21, 0.21, 0.17, 0.17, -0.32, 0.40, -0.32, -0.18, -0.25, -0.17, -0.31, 0.22, 0.22, 0.25, 0.24, 0.22],
  "multiplicity": 2,
  "homo_ev": [-6.411, -7.061],
  "charge": -1,
  "lumo_ev": [2.405, 2.590],
  "s2": 0.762,
  "total_energy_ev": -140418.2707,
  "homo_lumo_gap_ev": [8.82, 9.65]
}